DFT (wB97M-V/def2-TZVPD) results for 6 unconnected molecules or ions with the total composition C54H114N6O6.

XYZ file:
```
180
Properties=species:S:1:pos:R:3:forces:R:3
C -3.69305 -5.43094 -7.28597 0.8 -1.7 0.7
C -4.01785 -3.99974 -7.15974 -1.4 1.3 -0.4
C -5.28964 -3.79643 -8.07620 0.0 0.3 1.2
C -4.37421 -3.64119 -5.71010 1.2 0.7 1.6
C -3.14644 -3.56632 -4.71783 -0.9 -1.2 -0.2
C -2.09228 -2.67080 -5.28302 -0.2 -1.5 -0.1
C -1.78162 -2.90922 -6.76174 2.4 2.3 -0.8
C -1.12723 -1.48424 -7.06446 0.1 -0.9 -1.4
C -0.72485 -3.98103 -7.07853 0.3 -1.5 0.8
N -2.95931 -3.07556 -7.55872 -1.7 1.0 -0.9
O -2.75460 -3.12301 -9.00715 0.8 -0.5 1.5
H -3.23783 -5.62772 -8.25662 0.0 -0.3 0.1
H -3.06365 -5.74101 -6.45183 0.7 0.0 -0.3
H -4.55616 -6.07203 -7.10673 -0.3 0.1 -0.5
H -5.08182 -3.73362 -9.14436 0.1 -0.3 0.2
H -5.93895 -4.63568 -7.82691 0.0 -0.1 -0.5
H -5.89544 -2.93927 -7.78226 0.3 0.4 0.0
H -4.70422 -2.60455 -5.64253 -0.9 -0.1 -0.4
H -5.05759 -4.36200 -5.26120 -0.5 0.2 -0.3
H -3.35915 -3.15257 -3.73209 -0.9 0.2 0.0
H -2.87871 -4.58308 -4.43036 0.7 -0.2 -0.5
H -1.15953 -2.82688 -4.74105 0.1 0.5 0.1
H -2.48254 -1.66113 -5.15516 0.3 0.1 -0.1
H -1.77181 -0.62798 -6.86582 -0.2 -0.3 0.2
H -0.87547 -1.44872 -8.12439 0.1 0.1 -0.1
H -0.18516 -1.35263 -6.53224 -0.1 -0.2 0.2
H -1.10680 -4.97580 -6.84908 -0.5 -0.1 -0.2
H 0.16902 -4.04957 -6.45853 0.2 1.0 0.3
H -0.35569 -4.06732 -8.10048 -0.4 0.6 -0.2
H -3.23764 -2.36057 -9.33419 0.0 0.2 0.2
C 1.17893 0.24116 1.64544 -0.3 2.4 -0.2
C 0.30431 -0.95358 1.37659 3.3 -2.1 0.5
C 1.28516 -2.15725 1.61079 -0.1 -0.3 0.2
C -0.74547 -1.16244 2.42367 -0.1 0.2 -0.2
C -1.90216 -0.26766 2.18287 -1.0 -0.4 0.8
C -2.48229 -0.44094 0.80262 0.3 0.3 -0.7
C -1.45498 -0.25219 -0.39201 -0.5 -1.1 0.4
C -2.19353 -0.85310 -1.60919 -0.1 -0.8 0.6
C -1.24482 1.17148 -0.73435 1.3 2.0 0.2
N -0.23430 -1.03520 0.01992 -1.1 -0.5 0.3
O 0.81801 -1.26888 -0.93891 -1.2 0.9 0.4
H 1.96304 0.46330 0.92160 -0.3 -0.4 -0.7
H 0.49377 1.08876 1.63057 0.2 0.6 0.1
H 1.75517 0.34521 2.56480 -0.5 -0.8 0.5
H 0.74059 -3.08194 1.41976 0.4 -0.3 -0.5
H 2.27956 -2.08183 1.17083 -0.4 -0.1 -1.0
H 1.61810 -2.27088 2.64247 -0.7 0.5 0.5
H -1.13379 -2.18063 2.39879 0.2 -0.3 -0.2
H -0.35315 -1.01125 3.42931 0.3 0.1 -0.1
H -2.61498 -0.65916 2.90863 -0.6 0.6 0.1
H -1.68850 0.76983 2.43995 0.0 0.1 -0.2
H -3.35045 0.21500 0.73811 0.2 0.6 -0.6
H -2.96858 -1.40258 0.63876 0.4 -0.5 0.4
H -2.28227 -1.92885 -1.45758 0.2 -0.2 -0.3
H -1.81653 -0.63341 -2.60804 0.3 0.1 0.2
H -3.22450 -0.50392 -1.55206 0.0 0.3 -0.2
H -0.86777 1.80341 0.06977 -0.3 -0.1 0.6
H -2.13587 1.66330 -1.12453 -0.1 -0.2 -0.1
H -0.42122 1.31201 -1.43436 -0.2 -0.4 -0.6
H 0.71527 -2.21856 -1.03458 0.2 -0.2 -0.3
C 4.02078 2.37559 -5.75958 0.2 -0.6 0.0
C 4.34241 2.95979 -4.34666 -1.2 -1.3 0.1
C 5.41592 3.98098 -4.49515 0.6 0.8 -0.8
C 3.03410 3.60903 -3.69763 2.3 0.3 -0.1
C 2.07019 2.62136 -3.09572 0.8 -0.7 0.2
C 2.71224 1.59710 -2.08666 0.0 1.1 -0.6
C 3.95199 0.90669 -2.68394 -0.4 -0.8 -0.7
C 4.75998 0.14967 -1.56977 -0.2 0.2 -0.5
C 3.33770 -0.08730 -3.74717 2.0 0.0 -0.1
N 4.87732 1.91854 -3.35920 -0.8 0.4 0.7
O 6.04457 1.26513 -3.90160 -1.0 0.1 -0.1
H 3.17826 1.68404 -5.75387 0.0 0.2 0.0
H 3.86795 3.06236 -6.59210 -0.4 0.8 0.5
H 4.86998 1.82413 -6.16317 0.2 -0.4 0.5
H 6.21159 3.75301 -5.20439 0.5 -1.1 0.5
H 5.08420 4.81448 -5.11430 -0.8 0.7 0.8
H 5.80855 4.22140 -3.50715 0.1 0.5 -0.2
H 3.29732 4.34816 -2.94100 0.7 -0.3 0.6
H 2.67052 4.34209 -4.41772 -0.7 -0.7 -0.6
H 1.34543 3.23738 -2.56342 -0.7 -0.6 -0.3
H 1.71872 1.98388 -3.90701 -1.0 0.4 0.1
H 1.98874 0.79979 -1.91649 -0.1 0.0 0.1
H 2.85839 2.06879 -1.11493 0.5 0.2 0.0
H 5.03497 0.86528 -0.79493 0.4 0.1 -0.2
H 5.60949 -0.40260 -1.97156 0.4 0.6 -0.2
H 4.27177 -0.66189 -1.03020 -1.0 0.2 -0.3
H 4.18881 -0.32878 -4.38387 0.0 0.0 -0.4
H 2.59020 0.38839 -4.38203 -0.1 -0.4 0.3
H 3.04552 -1.07154 -3.38110 -0.5 0.3 0.5
H 6.75830 1.77419 -3.51039 0.1 0.0 0.1
C 4.29223 -0.36943 7.28954 -0.6 -0.6 1.3
C 5.22291 0.73074 6.87064 0.5 0.9 -1.7
C 5.92622 1.45682 7.99132 1.2 -0.9 0.8
C 6.29028 0.11259 5.95663 0.6 -1.1 0.5
C 7.05484 1.07680 5.16502 1.2 2.2 -0.9
C 6.15805 1.91206 4.30779 -0.5 0.5 -0.4
C 4.98253 2.64040 5.13002 3.6 -2.0 -0.2
C 5.67772 3.81501 5.88738 -1.0 1.0 -0.9
C 4.00311 3.02042 4.06837 -1.5 1.6 0.4
N 4.44181 1.65877 6.02850 0.4 -2.0 -1.2
O 3.34851 2.10207 6.73177 -1.1 0.8 0.5
H 3.55346 -0.01426 8.00800 -0.1 0.1 -0.1
H 3.75686 -0.85187 6.47179 0.1 0.3 -0.3
H 4.80266 -1.16606 7.83079 0.4 0.0 -0.1
H 5.35694 2.11915 8.64349 -0.2 -0.2 -0.3
H 6.40321 0.65957 8.56138 -0.3 -0.1 0.8
H 6.84323 1.93248 7.64357 -0.4 0.6 -0.2
H 7.09526 -0.40326 6.48009 -0.5 -0.4 0.9
H 5.87554 -0.64446 5.29107 -0.4 0.1 0.0
H 7.62454 1.80501 5.74230 0.0 -0.2 0.8
H 7.86901 0.62884 4.59532 -0.3 -0.4 -0.3
H 5.86764 1.29222 3.45952 -1.1 -0.2 0.2
H 6.68030 2.70356 3.77033 0.3 0.3 0.3
H 5.78076 4.62021 5.15997 0.3 0.2 -0.1
H 6.65448 3.66501 6.34731 -0.2 -0.5 -0.3
H 5.03353 4.25375 6.64937 -0.2 -0.3 0.2
H 4.43475 3.35779 3.12606 0.3 0.1 0.2
H 3.44853 3.84508 4.51612 -0.4 0.4 -0.4
H 3.23593 2.28838 3.81606 0.4 -0.5 0.2
H 2.66353 1.56177 6.33117 -0.5 0.2 0.3
C 2.22272 6.63754 2.39223 -0.5 0.0 1.0
C 0.81184 6.80990 1.79235 -0.7 3.6 -0.2
C 0.60347 8.39871 1.39649 1.2 -0.9 0.3
C 0.67598 6.17029 0.46662 0.4 -3.3 0.0
C 0.41887 4.63524 0.68787 -1.4 1.2 -1.0
C -0.96552 4.44948 1.33962 1.0 0.0 1.2
C -0.98718 5.17897 2.72987 0.1 -0.5 1.0
C -2.45742 5.55348 3.13661 0.2 -0.6 0.0
C -0.23117 4.23039 3.73411 -0.5 0.4 0.2
N -0.28802 6.43792 2.66041 0.2 1.5 -1.1
O -0.26366 7.24156 3.82808 -0.4 -0.9 -0.4
H 2.51993 5.58885 2.38970 0.5 0.1 -0.7
H 2.93677 7.39003 2.05757 0.2 -0.6 -0.8
H 2.26752 6.83223 3.46377 -0.5 0.2 0.3
H -0.36136 8.71272 0.99822 -0.5 -0.5 0.8
H 0.97566 9.04660 2.19011 -0.4 0.1 0.1
H 1.20558 8.61923 0.51504 0.7 -0.3 0.0
H -0.15165 6.58032 -0.11219 0.2 0.1 -0.1
H 1.64107 6.18898 -0.03968 -0.2 0.7 -0.4
H 0.37480 4.17892 -0.30103 0.2 -0.3 0.0
H 1.20743 4.16059 1.27181 0.0 0.0 0.0
H -1.03835 3.38314 1.55346 -0.4 -0.1 0.1
H -1.82024 4.70280 0.71240 0.2 0.4 -0.2
H -2.65183 6.10437 4.05684 0.9 0.0 0.2
H -3.07982 4.66725 3.26043 -0.1 -0.2 -0.5
H -2.84399 6.22849 2.37306 -0.1 -0.3 -0.3
H -0.75513 3.28499 3.87478 -0.2 0.0 0.2
H -0.07349 4.73476 4.68746 -0.5 -0.1 0.3
H 0.79308 3.97583 3.46173 0.0 0.1 -0.7
H 0.51661 6.91917 4.28506 0.2 0.1 0.6
C -3.71220 -4.60523 0.04474 -0.7 -0.3 0.0
C -4.72200 -4.82207 1.17382 2.1 -0.5 1.6
C -3.93847 -5.04421 2.54618 0.3 -0.4 -0.2
C -5.54638 -3.52107 1.35348 -2.1 -0.7 -0.4
C -6.78579 -3.69403 2.23219 0.0 -1.5 0.4
C -7.54118 -4.91893 1.74199 1.1 -0.7 -0.2
C -6.70784 -6.23789 1.55140 -0.9 -0.2 0.9
C -6.44246 -6.91786 2.98108 -0.4 -0.4 -0.3
C -7.61666 -7.10590 0.67326 -0.7 -1.1 0.8
N -5.48044 -6.05913 0.81285 -1.0 2.5 -1.1
O -4.73997 -7.27333 0.76979 -0.3 1.5 0.5
H -3.13205 -5.52691 -0.00030 0.7 0.5 0.0
H -4.22214 -4.53522 -0.91608 -0.3 0.0 0.0
H -3.19969 -3.65264 0.17887 0.6 -0.4 0.2
H -2.89105 -4.74253 2.54672 -0.1 0.9 -0.3
H -4.44759 -4.62538 3.41421 0.0 0.3 -0.1
H -3.75803 -6.08015 2.83319 -0.5 -0.4 -0.4
H -5.01864 -2.65018 1.74226 0.7 -0.3 -0.5
H -6.00669 -3.32468 0.38517 0.5 0.5 -0.4
H -6.48894 -3.88680 3.26311 0.0 0.2 0.2
H -7.52777 -2.89559 2.22392 0.5 0.5 0.0
H -7.95624 -4.71124 0.75573 -0.3 0.1 0.0
H -8.32725 -5.20527 2.44071 -0.2 0.1 -0.2
H -5.93456 -6.35046 3.76095 -0.1 0.5 -0.4
H -5.86005 -7.83662 2.91193 0.3 -0.2 -0.3
H -7.32323 -7.34547 3.46015 -0.5 0.4 -0.3
H -7.42304 -8.15469 0.89828 0.1 -0.2 -0.5
H -7.60106 -6.92215 -0.40103 0.7 0.2 0.1
H -8.66946 -6.96823 0.91973 -0.1 0.1 0.4
H -4.82249 -7.44577 1.71056 0.9 -1.1 0.3
```
Forces are in eV/Å.

**Gap between HOMO and LUMO**: 8.4 eV
**LUMO**: 0.35 eV
**ΔE to the lowest compared entry with this formula, charge and spin**: 7.120 eV